# 1
{"formula": "C12H12FN2O2Se2Te2Y", "method": "ωB97M-V/def2-TZVPD", "lumo_energy_ev": 4.392, "total_energy_ha": -6201.8869, "e_homo_ev": -1.15, "total_charge": -2, "multiplicity": 1, "homo_lumo_gap_ev": 5.5410, "elements": ["Y", "C", "C", "O", "C", "C", "C", "N", "N", "C", "O", "C", "C", "C", "C", "C", "C", "H", "H", "H", "H", "H", "H", "H", "H", "H", "H", "H", "H", "Se", "Te", "Te", "Se", "F"], "positions_angstrom": [[1.214, 0.676, -1.925], [5.365, 0.659, 0.111], [3.856, 0.509, 0.022], [3.388, 0.598, -1.159], [3.152, 0.292, 1.189], [1.746, 0.097, 1.365], [1.269, 0.004, 2.798], [0.888, 0.002, 0.395], [-0.433, -0.175, 0.818], [-1.234, -0.224, -0.209], [-0.892, -0.142, -1.445], [-2.692, -0.350, 0.085], [-3.168, -0.396, 1.394], [-4.527, -0.514, 1.642], [-5.426, -0.588, 0.586], [-4.956, -0.540, -0.720], [-3.598, -0.422, -0.970], [5.828, -0.087, -0.538], [5.738, 0.541, 1.128], [5.647, 1.644, -0.266], [3.737, 0.269, 2.099], [2.107, 0.018, 3.494], [0.679, -0.901, 2.943], [0.606, 0.844, 3.011], [-2.453, -0.336, 2.203], [-4.888, -0.547, 2.665], [-6.489, -0.679, 0.781], [-5.653, -0.593, -1.549], [-3.202, -0.379, -1.976], [-0.137, 2.111, -4.175], [0.839, 0.300, -5.617], [0.309, -2.134, -4.483], [2.072, -2.127, -2.694], [1.308, 2.569, -1.005]], "nbo_charge": [1.93, -0.67, 0.49, -0.79, -0.50, 0.30, -0.66, -0.43, -0.45, 0.53, -0.83, 0.00, -0.20, -0.24, -0.24, -0.23, -0.20, 0.21, 0.19, 0.21, 0.18, 0.19, 0.23, 0.23, 0.23, 0.19, 0.19, 0.20, 0.25, -0.71, -0.03, 0.00, -0.73, -0.81]}

***

# 2
{"formula": "C5H13NS2", "method": "ωB97M-V/def2-TZVPD", "lumo_energy_ev": 0.875, "total_energy_ha": -1049.3809, "e_homo_ev": -8.59, "smiles": "CCSSC[C@@H](C)N", "total_charge": 0, "multiplicity": 1, "homo_lumo_gap_ev": 9.4639, "de_lowest_kcal_mol": 35.1, "elements": ["N", "C", "C", "C", "S", "S", "C", "C", "H", "H", "H", "H", "H", "H", "H", "H", "H", "H", "H", "H", "H"], "positions_angstrom": [[1.634, -2.352, -2.128], [0.747, -1.255, -1.665], [1.599, 0.170, -1.776], [0.189, -1.688, -0.309], [-1.184, -0.696, 0.128], [-0.623, 1.238, 0.328], [-0.040, 1.401, 2.057], [-0.933, 2.414, 2.778], [2.503, -2.309, -1.552], [1.759, -2.133, -3.065], [-0.145, -1.199, -2.384], [1.277, 0.728, -2.606], [2.594, -0.147, -1.988], [1.624, 0.856, -0.869], [-0.209, -2.720, -0.527], [0.929, -1.882, 0.627], [0.031, 0.514, 2.657], [1.088, 1.691, 2.089], [-0.642, 3.440, 2.382], [-0.767, 2.430, 3.778], [-1.932, 2.280, 2.556]], "nbo_charge": [-0.84, -0.05, -0.64, -0.61, 0.13, 0.09, -0.55, -0.60, 0.35, 0.36, 0.20, 0.21, 0.19, 0.23, 0.26, 0.22, 0.23, 0.21, 0.20, 0.21, 0.21]}